# C3H5NOSi

An isolated molecule of C3H5NOSi (ωB97M-V/def2-TZVPD, the OMol25 dataset).

```
11
Properties=species:S:1:pos:R:3
H 2.898 -1.063 0.065
C 1.788 0.782 0.017
Si -2.210 -0.127 -0.018
H -2.787 0.582 1.129
O 0.884 -1.323 -0.043
C -0.435 0.379 -0.090
H -2.255 -1.573 0.144
H 2.573 1.507 0.070
H -2.868 0.315 -1.250
N 0.503 1.132 -0.037
C 1.909 -0.612 0.013
```

## Properties
Orbital gap in Ha: 0.31933
HOMO level in eV: -8.3
LUMO level in Ha: 0.01455

---

# C3H5NS

A structure of composition C3H5NS (ωB97M-V/def2-TZVPD, the OMol25 dataset).

```
10
Properties=species:S:1:pos:R:3
H 0.868 2.137 0.170
N -0.382 -1.949 0.531
H 1.194 0.097 -1.681
C 0.253 1.312 0.035
C -0.936 1.128 0.513
H 1.316 -0.574 0.115
S -0.837 -0.872 -0.559
C 0.764 0.098 -0.689
H -0.790 -2.922 0.262
H -1.451 1.545 1.302
```

## Properties
Orbital gap (spin up / spin down) in Ha: 0.31371 / 0.31369
HOMO level (spin up / spin down) in eV: -8.4 / -8.4
LUMO level (spin up / spin down) in Ha: 0.00614 / 0.00612

---

# C3H5NS

An isolated molecule of C3H5NS (ωB97M-V/def2-TZVPD, the OMol25 dataset).

```
10
Properties=species:S:1:pos:R:3
H 1.838 1.602 0.163
N -2.325 0.237 -0.463
C -1.371 -0.366 -0.226
H -0.388 -2.201 -0.367
H 0.319 1.655 -0.797
S 1.300 -0.623 -0.458
H 0.311 1.211 0.867
C -0.259 -1.269 0.112
H -0.342 -1.372 1.204
C 0.918 1.127 -0.034
```

## Properties
SMILES: CSCC#N
Orbital gap in Ha: 0.36963
HOMO level in eV: -9.4
LUMO level in Ha: 0.02572

---

# C3H5NS2

An isolated molecule of C3H5NS2 (ωB97M-V/def2-TZVPD, the OMol25 dataset).

```
11
Properties=species:S:1:pos:R:3
H -0.319 0.016 -1.708
C -0.604 1.007 1.277
C -0.080 -1.128 -1.665
N -1.086 -0.256 0.871
S -0.020 -1.249 0.254
C 0.727 1.220 1.304
H 1.110 2.223 1.725
H -0.797 -1.955 -1.991
S 1.775 -0.096 0.686
H -1.520 1.633 1.407
H 0.815 -1.414 -2.160
```

## Properties
Orbital gap in Ha: 0.27807
HOMO level in eV: -7.4
LUMO level in Ha: 0.00598

---

# C3H5NS2

A structure of composition C3H5NS2 (ωB97M-V/def2-TZVPD, the OMol25 dataset).

```
11
Properties=species:S:1:pos:R:3
S 0.452 -0.731 -0.045
C 3.004 -0.185 0.299
H 0.135 1.869 1.073
H -1.402 2.511 0.261
C -0.507 1.771 0.118
C -0.840 0.355 0.146
N 1.853 0.351 -0.592
S -2.235 -0.474 -0.011
H 3.770 0.430 0.033
H 0.074 1.744 -0.851
H 3.041 -1.379 1.148
```

## Properties
Orbital gap in Ha: 0.27785
HOMO level in eV: -8.3
LUMO level in Ha: -0.02845

---

# C3H5NS2

A cluster of 2 separate species, C3H5NS2 in total (ωB97M-V/def2-TZVPD, the OMol25 dataset).

```
11
Properties=species:S:1:pos:R:3
C -1.066 2.362 -0.453
H -1.249 3.418 0.047
H -1.870 1.735 -0.218
C 2.426 -1.941 0.011
C -0.175 -0.034 2.465
H 3.171 -2.801 -0.070
S 0.487 1.905 0.354
S -0.133 1.613 2.264
N -0.180 -1.160 2.636
H -0.848 2.347 -1.470
H 1.510 -2.154 0.604
```

## Properties
Orbital gap (spin up / spin down) in Ha: 0.32319 / 0.32331
HOMO level (spin up / spin down) in eV: -9.3 / -9.3
LUMO level (spin up / spin down) in Ha: -0.01980 / -0.01974

---

E_tot per entry: -14604.521; -15512.763; -15516.622; -26349.679; -26346.935; -26346.875 eV